1:
This record from OMol25 describes 2 unconnected molecules or ions with the total composition C2H3NS2. The level of theory is wB97M-V/def2-TZVPD.

Output
* Kohn-Sham gap: 0.3055 Ha
* total charge: 0

Element x y z (Å)
1 N -2.097 1.598 -0.125
2 C -1.828 0.441 -0.108
3 S -1.880 -1.098 -0.058
4 H -1.395 2.254 -0.451
5 C 1.853 -0.879 0.288
6 S 1.207 0.395 -0.426
7 H 1.192 -1.534 0.810
8 H 2.948 -1.177 0.070

natural (NBO) atomic charge list, values in e, 6 entries:
1. N -0.67
2. C 0.23
3. S 0.02
4. H 0.41
5. C -0.47
6. S 0.08



2:
This record from OMol25 describes a molecular structure, C2H3NS2. The level of theory is wB97M-V/def2-TZVPD.

Output
* Kohn-Sham gap: 0.3378 Ha
* total charge: 0

Element x y z (Å)
1 C 1.157 -0.072 -0.056
2 C -0.957 0.499 -0.047
3 N -0.084 -0.700 -0.182
4 S 2.583 -0.799 -0.061
5 S 0.531 1.539 -0.086
6 H -1.721 0.781 -0.771
7 H -1.349 0.421 1.035
8 H -0.161 -1.669 0.170

natural (NBO) atomic charge list, values in e, 6 entries:
1. C -0.14
2. C -0.34
3. N -0.62
4. S -0.06
5. S 0.31
6. H 0.22



Stability, highest: 2



1:
This record from OMol25 describes 2 unconnected molecules or ions with the total composition C4H8O4. The level of theory is wB97M-V/def2-TZVPD.

Output
* Kohn-Sham gap: 0.4095 Ha
* total charge: 0

Element x y z (Å)
1 C 1.574 2.616 -2.206
2 C 0.898 1.585 -1.351
3 O 0.271 0.639 -1.907
4 O 1.191 1.820 -0.063
5 H 1.380 2.602 -3.308
6 H 1.320 3.605 -1.865
7 H 2.619 2.424 -1.909
8 H 0.983 0.979 0.402
9 C -1.493 -2.540 2.371
10 C -0.874 -1.598 1.368
11 O -0.085 -0.657 1.595
12 O -1.486 -1.838 0.155
13 H -1.369 -2.347 3.416
14 H -2.605 -2.695 2.177
15 H -0.993 -3.503 2.248
16 H -1.095 -1.155 -0.494

natural (NBO) atomic charge list, values in e, 6 entries:
1. C -0.73
2. C 0.80
3. O -0.64
4. O -0.67
5. H 0.24
6. H 0.23



2:
This record from OMol25 describes 2 unconnected molecules or ions with the total composition C4H8O4. The level of theory is wB97M-V/def2-TZVPD.

Output
* Kohn-Sham gap: 0.3812 Ha
* total charge: 0

Element x y z (Å)
1 C 0.781 -0.669 -1.303
2 C 0.748 -0.463 0.025
3 C 1.927 0.042 0.795
4 C -0.530 -0.714 0.730
5 O -1.591 -1.016 0.207
6 O -0.431 -0.529 2.054
7 H 1.684 -0.494 -1.879
8 H -0.086 -1.028 -1.852
9 H 1.639 0.843 1.484
10 H 2.693 0.457 0.130
11 H 2.382 -0.770 1.370
12 H -1.342 -0.668 2.386
13 O -1.873 1.910 -0.623
14 O -2.511 0.927 -1.490
15 H -1.060 2.016 -1.150
16 H -2.431 0.156 -0.884

natural (NBO) atomic charge list, values in e, 6 entries:
1. C -0.29
2. C -0.14
3. C -0.64
4. C 0.78
5. O -0.64
6. O -0.66



Stability, highest: 1



1:
This record from OMol25 describes C4H5N3O in the gas phase. The level of theory is wB97M-V/def2-TZVPD.

Output
* Kohn-Sham gap: 0.3608 Ha
* total charge: 0

Element x y z (Å)
1 H -2.318 -2.157 0.044
2 N -2.765 -1.200 -0.001
3 C -1.746 -0.428 -0.019
4 N -1.865 1.011 0.023
5 C -0.656 1.392 -0.016
6 C 0.284 0.243 -0.012
7 C 1.780 0.308 0.026
8 O 2.349 -0.986 -0.012
9 N -0.380 -0.824 0.000
10 H -0.413 2.472 -0.052
11 H 2.083 0.886 0.920
12 H 2.031 0.883 -0.905
13 H 1.616 -1.601 0.003

natural (NBO) atomic charge list, values in e, 6 entries:
1. H 0.35
2. N -0.50
3. C 0.45
4. N -0.37
5. C 0.04
6. C 0.22



2:
This record from OMol25 describes C4H5N3O in the gas phase. The level of theory is wB97M-V/def2-TZVPD.

Output
* Kohn-Sham gap: 0.3310 Ha
* total charge: 0

Element x y z (Å)
1 C 1.479 -0.776 -1.483
2 N 1.325 0.397 -0.997
3 N 0.292 0.612 -0.130
4 C 0.185 1.684 0.689
5 N -0.815 1.501 1.516
6 C -1.341 0.253 1.340
7 C -0.650 -0.326 0.328
8 O -0.824 -1.454 -0.343
9 H 0.833 -1.578 -1.430
10 H 2.304 -0.745 -2.215
11 H 0.745 2.587 0.584
12 H -2.183 -0.180 1.868
13 H -1.351 -1.975 0.273

natural (NBO) atomic charge list, values in e, 6 entries:
1. C -0.11
2. N -0.21
3. N -0.24
4. C 0.17
5. N -0.44
6. C -0.18



3:
This record from OMol25 describes C4H5N3O in the gas phase. The level of theory is wB97M-V/def2-TZVPD.

Output
* Kohn-Sham gap: 0.3448 Ha
* total charge: 0

Element x y z (Å)
1 N -1.678 -0.546 1.614
2 N -0.760 -0.178 0.588
3 C -0.198 -1.117 -0.324
4 C 0.747 -0.720 -1.205
5 C 1.251 0.613 -1.207
6 O 2.179 0.962 -1.892
7 C 0.667 1.479 -0.194
8 N -0.322 1.139 0.644
9 H -1.304 -0.379 2.544
10 H -2.451 0.010 1.498
11 H -0.647 -2.124 -0.261
12 H 1.371 -1.579 -1.754
13 H 1.146 2.441 -0.051

natural (NBO) atomic charge list, values in e, 6 entries:
1. N -0.62
2. N -0.08
3. C 0.03
4. C -0.34
5. C 0.40
6. O -0.57



Stability, highest: 1



1:
This record from OMol25 describes a molecular structure, C4H5N3O. The level of theory is wB97M-V/def2-TZVPD.

Output
* Kohn-Sham gap: 0.3514 Ha
* total charge: 0

Element x y z (Å)
1 C 2.040 -0.004 -0.027
2 C 0.533 -0.082 -0.014
3 C -1.318 0.735 -0.090
4 C -1.599 -0.801 -0.053
5 H 2.457 -1.025 -0.327
6 H 2.256 0.140 1.059
7 H 2.455 0.710 -0.792
8 H -1.948 2.456 0.036
9 H 0.288 -2.156 0.052
10 N -0.010 1.049 -0.029
11 N -2.314 1.518 0.096
12 N -0.196 -1.192 0.152
13 O -2.644 -1.348 -0.064

natural (NBO) atomic charge list, values in e, 6 entries:
1. C -0.66
2. C 0.47
3. C 0.27
4. C 0.65
5. H 0.20
6. H 0.25



2:
This record from OMol25 describes C4H5N3O in the gas phase. The level of theory is wB97M-V/def2-TZVPD.

Output
* Kohn-Sham gap: 0.3186 Ha
* total charge: 0

Element x y z (Å)
1 H 2.702 -0.635 0.733
2 N 2.099 -1.448 -0.016
3 C 1.080 -0.700 -0.023
4 C 1.156 0.956 -0.065
5 N -0.358 1.440 -0.061
6 C -0.874 0.326 -0.190
7 C -2.381 0.036 -0.002
8 O -2.423 -1.250 0.080
9 N -0.281 -0.844 -0.548
10 H 1.666 1.538 -0.926
11 H 1.543 1.354 0.853
12 H -3.003 0.990 0.195
13 H -0.926 -1.763 -0.029

natural (NBO) atomic charge list, values in e, 6 entries:
1. H 0.34
2. N -0.58
3. C 0.39
4. C -0.36
5. N -0.39
6. C 0.28



3:
This record from OMol25 describes C4H5N3O in the gas phase. The level of theory is wB97M-V/def2-TZVPD.

Output
* Kohn-Sham gap: 0.3564 Ha
* total charge: 0

Element x y z (Å)
1 O -1.909 -1.364 0.018
2 C -1.226 -0.302 0.090
3 N -1.383 1.030 -0.018
4 N -0.144 1.674 -0.120
5 C 0.660 0.748 -0.076
6 N 0.144 -0.573 -0.049
7 C 1.480 -1.207 -0.091
8 C 2.185 0.302 0.173
9 H -2.114 1.616 0.480
10 H 1.626 -2.091 0.662
11 H 1.548 -1.689 -0.950
12 H 2.598 0.398 1.085
13 H 2.705 0.515 -0.688

natural (NBO) atomic charge list, values in e, 6 entries:
1. O -0.65
2. C 0.73
3. N -0.45
4. N -0.30
5. C 0.39
6. N -0.45



4:
This record from OMol25 describes C4H5N3O in the gas phase. The level of theory is wB97M-V/def2-TZVPD.

Output
* Kohn-Sham gap: 0.3767 Ha
* total charge: 0

Element x y z (Å)
1 H -1.024 1.009 1.196
2 N -0.421 0.295 1.609
3 C 0.254 -0.413 0.826
4 C 1.149 -1.508 1.299
5 N 0.261 -0.324 -0.601
6 C -0.230 0.434 -1.424
7 O -0.186 0.439 -2.730
8 C -1.208 1.799 -1.032
9 N -1.945 2.401 -0.379
10 H 2.167 -1.334 0.952
11 H 0.816 -2.458 0.882
12 H 1.127 -1.551 2.384
13 H -0.762 1.210 -2.981

natural (NBO) atomic charge list, values in e, 6 entries:
1. H 0.36
2. N -0.60
3. C 0.42
4. C -0.66
5. N -0.51
6. C 0.66



Stability, highest: 1



1:
This record from OMol25 describes C4H5N3O in the gas phase. The level of theory is wB97M-V/def2-TZVPD.

Output
* Kohn-Sham gap: 0.3296 Ha
* total charge: 0

Element x y z (Å)
1 H -1.002 3.023 0.389
2 N -0.350 2.066 0.116
3 C -1.217 1.121 -0.178
4 N -0.576 -0.294 -0.529
5 O -1.754 -1.074 -0.409
6 C 0.221 -1.065 0.195
7 C 1.526 -1.104 0.114
8 C 2.452 -0.078 -0.287
9 N 3.469 0.741 -0.387
10 H -2.329 1.236 -0.424
11 H -2.308 -0.654 0.441
12 H -0.352 -2.078 0.351
13 H 2.221 -1.840 0.608

natural (NBO) atomic charge list, values in e, 6 entries:
1. H 0.36
2. N -0.56
3. C 0.19
4. N -0.16
5. O -0.56
6. C 0.00



2:
This record from OMol25 describes C4H5N3O in the gas phase. The level of theory is wB97M-V/def2-TZVPD.

Output
* Kohn-Sham gap (alpha / beta): 0.3112 / 0.2189 Ha
* total charge: 0

Element x y z (Å)
1 C 2.255 1.022 0.202
2 C 0.064 -0.583 -0.324
3 C 2.909 -0.160 -0.069
4 C -1.270 -0.128 -0.204
5 N 0.874 -1.442 -0.041
6 N 1.775 2.073 -0.218
7 N 2.171 -1.415 -0.087
8 O 4.142 -0.289 0.065
9 H -1.413 0.785 0.368
10 H -1.976 -0.685 0.362
11 H -1.872 -0.138 -1.037
12 H 1.645 2.958 0.382
13 H 2.646 -2.230 0.309

natural (NBO) atomic charge list, values in e, 6 entries:
1. C 0.31
2. C 0.24
3. C 0.44
4. C -0.74
5. N -0.25
6. N -0.56



3:
This record from OMol25 describes 2 unconnected molecules or ions with the total composition C4H5N3O. The level of theory is wB97M-V/def2-TZVPD.

Output
* Kohn-Sham gap: 0.3109 Ha
* total charge: 0

Element x y z (Å)
1 C 0.379 2.275 -0.743
2 C -0.227 0.086 -0.211
3 C 0.758 -0.750 -0.314
4 C -0.915 -1.744 0.745
5 H -0.092 3.213 -0.942
6 H -1.468 1.535 -0.539
7 H 1.845 -0.569 -0.420
8 H 0.976 -2.552 1.390
9 H -1.468 -2.461 1.438
10 N -0.552 1.270 -0.561
11 N 0.407 -1.965 0.261
12 N -1.315 -0.464 0.405
13 O 1.669 2.126 -0.509

natural (NBO) atomic charge list, values in e, 6 entries:
1. C 0.51
2. C 0.23
3. C -0.14
4. C 0.17
5. H 0.13
6. H 0.42



4:
This record from OMol25 describes C4H5N3O in the gas phase. The level of theory is wB97M-V/def2-TZVPD.

Output
* Kohn-Sham gap: 0.3345 Ha
* total charge: 0

Element x y z (Å)
1 H -2.619 -1.019 0.116
2 N -2.730 -0.034 0.235
3 C -1.585 0.555 -0.067
4 N -0.367 -0.058 -0.198
5 N -0.507 -1.359 -0.256
6 C 0.658 -1.875 0.020
7 O 1.625 -0.856 0.171
8 C 0.995 0.349 -0.045
9 C 1.496 1.533 -0.025
10 H -1.661 1.643 -0.058
11 H 1.139 -2.782 0.002
12 H 2.675 1.469 0.434
13 H 0.881 2.433 -0.329

natural (NBO) atomic charge list, values in e, 6 entries:
1. H 0.34
2. N -0.64
3. C 0.25
4. N -0.30
5. N -0.25
6. C 0.31



Stability, highest: 3



1:
This record from OMol25 describes C3H4ClN3 in the gas phase. The level of theory is wB97M-V/def2-TZVPD.

Output
* Kohn-Sham gap: 0.4029 Ha
* total charge: 0

Element x y z (Å)
1 Cl 2.659 0.155 0.425
2 C 1.408 0.426 -0.784
3 N 0.079 0.313 -0.090
4 C -0.499 -0.846 0.400
5 C -1.725 -0.471 0.761
6 N -1.926 0.795 0.364
7 N -0.852 1.245 -0.142
8 H 1.396 1.491 -1.103
9 H 1.640 -0.306 -1.459
10 H 0.180 -1.638 0.400
11 H -2.359 -1.164 1.227

natural (NBO) atomic charge list, values in e, 6 entries:
1. Cl -0.04
2. C -0.20
3. N -0.19
4. C -0.09
5. C -0.12
6. N -0.23



2:
This record from OMol25 describes 3 unconnected molecules or ions with the total composition C3H4ClN3. The level of theory is wB97M-V/def2-TZVPD.

Output
* Kohn-Sham gap: 0.2637 Ha
* total charge: 0

Element x y z (Å)
1 C -0.839 -0.681 1.027
2 C 0.467 -0.924 0.796
3 C 0.111 0.760 -0.584
4 H 1.035 -1.971 0.885
5 H 2.274 0.313 0.128
6 H 1.052 1.189 -2.170
7 H -2.153 0.495 -0.731
8 N 0.909 -0.322 -0.258
9 N 0.149 1.507 -1.621
10 N -0.875 0.760 0.461
11 Cl -2.129 -1.126 2.067

natural (NBO) atomic charge list, values in e, 6 entries:
1. C 0.03
2. C -0.08
3. C 0.46
4. H 0.22
5. H 0.32
6. H 0.34



Stability, highest: 1